1.
Density functional theory data (ωB97M-V with the def2-TZVPD basis set) for a cluster of 2 separate species, C10H8N2O2 in total.

```
22
Properties=species:S:1:pos:R:3:forces:R:3:lowdin_charge:R:1
C 3.839 0.635 0.393 1.20 0.01 1.61 -0.24
C -3.203 -0.363 0.610 -1.57 -1.30 0.60 -0.10
C -2.071 -0.434 1.438 -2.17 0.20 2.37 -0.08
C -3.049 -0.239 -0.736 1.99 1.34 -1.07 -0.09
C -0.838 -0.022 1.007 -0.13 -0.16 -1.06 -0.05
C -1.793 0.091 -1.236 0.73 -0.12 2.65 -0.01
C -0.705 0.254 -0.357 -0.42 -0.60 -0.09 -0.28
C 0.911 -2.527 -0.249 0.20 -0.29 0.27 -0.48
C 1.443 1.207 -0.308 -0.22 0.69 1.51 -0.09
C 3.073 1.525 -0.413 -4.58 -0.23 -0.05 -0.11
N 4.527 0.045 1.108 -0.57 0.12 -0.59 0.16
N 0.631 0.336 -0.764 2.77 1.40 -1.13 0.09
O 1.565 -2.206 0.628 1.25 0.84 1.65 0.20
O 0.269 -2.930 -1.098 -1.43 -0.61 -1.92 0.23
H -4.261 -0.542 0.944 1.44 -0.03 0.25 0.12
H -2.329 -0.747 2.499 0.90 0.59 -1.27 0.13
H -3.731 -0.267 -1.551 -1.43 -0.25 0.24 0.10
H 0.110 0.014 1.516 -0.31 -0.30 0.84 0.11
H -1.745 0.235 -2.251 0.73 0.29 -2.27 0.08
H 3.260 1.324 -1.413 0.89 0.08 -2.05 0.08
H 1.104 2.002 0.412 -0.42 -0.67 -0.50 0.12
H 2.992 2.612 -0.179 1.14 -1.01 0.02 0.13
```
Forces are in eV/Å.

## Properties
Gap between HOMO and LUMO ... 9.27 eV
E_LUMO ... 0.31 eV
SMILES ... N#CC/C=N/c1ccccc1.O=C=O
Highest occupied orbital energy ... -0.3293 hartree


2.
Density functional theory data (ωB97M-V with the def2-TZVPD basis set) for the molecule C4H12N2O.

```
19
Properties=species:S:1:pos:R:3:forces:R:3:lowdin_charge:R:1
N 0.113 -2.128 1.208 -0.49 0.28 0.26 0.00
C -0.540 -2.493 -0.047 0.33 -0.14 -0.67 -0.28
C -0.898 -1.273 -0.905 -1.68 -0.60 -0.22 -0.26
N 0.007 -0.186 -0.919 0.73 -0.17 0.36 -0.08
C -0.277 1.091 -0.345 -0.15 0.33 0.19 -0.23
C 0.878 1.724 0.441 0.01 0.29 -0.40 -0.24
O 0.815 3.151 0.405 -0.19 -0.18 0.21 -0.08
H -0.386 -2.502 2.008 0.06 -0.23 -0.11 0.06
H 0.024 -1.121 1.316 0.32 -0.06 -0.07 0.04
H -1.468 -3.048 0.059 -0.27 -0.10 0.40 0.10
H 0.083 -3.175 -0.637 0.34 0.16 0.17 0.09
H -1.196 -1.637 -1.901 0.63 -0.01 -0.17 0.11
H -1.895 -0.943 -0.588 0.24 0.43 0.48 0.11
H 0.738 -0.211 -1.606 -0.03 0.07 0.00 0.13
H -0.566 1.799 -1.121 -0.10 0.45 -0.27 0.11
H -1.129 1.032 0.340 -0.06 -0.29 -0.20 0.12
H 0.873 1.372 1.475 0.10 0.00 0.01 0.11
H 1.825 1.475 -0.023 0.23 -0.35 -0.01 0.11
H -0.052 3.398 0.074 -0.05 0.13 0.04 0.07
```
Forces are in eV/Å.

## Properties
Gap between HOMO and LUMO ... 9.52 eV
E_LUMO ... 0.94 eV
SMILES ... NCCNCCO
Highest occupied orbital energy ... -0.3155 hartree


3.
Density functional theory data (ωB97M-V with the def2-TZVPD basis set) for a cluster of 15 separate species, C2H31O16 in total.

```
49
Properties=species:S:1:pos:R:3:forces:R:3:lowdin_spin:R:1
C -0.531 0.353 0.122 -0.46 0.23 0.44 0.06
C 0.864 -0.065 -0.313 -2.50 4.29 0.24 0.07
O 1.672 0.784 -0.640 0.87 -0.29 -0.19 0.10
O 1.054 -1.268 -0.458 0.53 -3.03 -0.22 0.73
H -0.497 1.428 0.301 0.34 0.01 -0.03 0.02
H -0.899 -0.115 1.035 0.11 -0.21 -0.10 0.00
H -1.258 0.222 -0.679 0.21 -0.33 -0.07 0.00
O -1.617 1.869 2.944 0.34 -0.46 0.29 0.00
H -1.104 2.154 3.700 0.06 0.00 0.30 0.00
H -1.252 2.360 2.208 0.01 0.65 -0.31 0.00
O 4.232 1.739 -0.139 0.48 0.13 -0.10 0.00
H 3.463 1.169 -0.160 0.01 -0.16 0.14 0.00
H 3.882 2.619 -0.276 0.01 0.28 -0.07 0.00
O 1.276 -3.902 -1.549 -0.18 -0.02 -0.15 0.00
H 2.207 -4.118 -1.502 0.32 -0.16 -0.01 0.00
H 1.214 -3.022 -1.178 -0.18 -0.25 -0.31 0.00
O 1.280 3.489 -1.486 -0.20 0.56 0.34 0.00
H 1.113 3.104 -2.347 -0.06 -0.11 -0.28 0.00
H 1.522 2.745 -0.934 0.15 -0.39 0.02 0.00
O -3.860 -0.604 -0.266 0.18 -0.39 -0.45 0.00
H -4.776 -0.566 -0.539 -0.27 -0.05 -0.04 0.00
H -3.675 0.269 0.078 -0.12 0.72 0.57 0.00
O 3.894 -1.343 -1.137 0.00 -0.48 0.31 0.01
H 4.299 -0.779 -1.796 0.19 0.26 -0.16 0.00
H 2.968 -1.101 -1.149 0.08 0.18 -0.26 0.00
O -3.677 1.792 1.376 -0.48 -0.32 -0.83 0.00
H -4.236 2.456 1.779 -0.14 0.16 -0.06 0.00
H -3.070 1.536 2.070 0.22 0.01 0.54 0.00
O 2.212 -3.204 1.356 0.51 0.11 0.03 0.00
H 1.385 -3.060 1.816 -0.46 -0.05 0.36 0.00
H 2.068 -2.841 0.483 0.15 -0.33 0.09 0.00
O 0.234 -0.456 -3.740 0.36 0.21 -0.04 0.00
H 0.591 -0.560 -2.858 0.15 -0.16 0.00 0.00
H -0.709 -0.579 -3.634 -0.60 0.01 -0.08 0.00
O -2.852 0.047 -3.159 0.43 0.23 -0.30 0.00
H -3.567 -0.530 -3.425 -0.16 -0.19 -0.09 0.00
H -2.738 -0.126 -2.224 -0.29 -0.17 0.37 0.00
O -0.385 -2.564 2.931 0.24 0.09 -0.26 0.00
H -1.078 -3.050 3.378 -0.17 -0.27 0.02 0.00
H -0.590 -1.644 3.100 0.03 0.27 0.17 0.00
O -1.131 4.187 0.936 -0.03 -0.43 0.34 0.00
H -1.372 5.076 0.676 -0.12 0.19 -0.03 0.00
H -0.353 3.987 0.416 0.37 0.10 -0.45 0.00
O -1.854 -2.551 -0.390 0.51 -0.44 -0.26 0.01
H -1.213 -1.955 -0.003 -0.06 -0.20 0.24 0.00
H -2.659 -2.036 -0.444 -0.45 0.32 0.12 0.00
O 3.045 -0.133 2.099 -0.45 0.49 0.17 0.00
H 2.646 -0.563 1.342 0.28 -0.39 0.05 0.00
H 3.831 -0.648 2.281 0.19 -0.22 -0.04 0.00
```
Forces are in eV/Å.

## Properties
Gap between HOMO and LUMO (alpha / beta) ... 10.54 / 5.03 eV
E_LUMO (alpha / beta) ... -0.25 / -5.76 eV
Spin multiplicity ... 2
Highest occupied orbital energy (alpha / beta) ... -0.3966 / -0.3964 hartree


4.
Density functional theory data (ωB97M-V with the def2-TZVPD basis set) for a cluster of 6 separate species, C21H44NO8PS7 in total.

```
82
Properties=species:S:1:pos:R:3:forces:R:3:lowdin_charge:R:1
C 0.030 1.503 1.458 -0.23 -0.37 0.24 -0.15
C -1.371 1.021 1.110 0.16 0.33 -0.31 -0.51
S -2.205 2.026 -0.168 -0.16 -0.19 0.16 0.92
C -1.957 0.978 -1.629 0.03 0.06 -0.19 -0.43
C -0.644 1.320 -2.240 0.20 -0.29 -0.16 -0.21
C 0.458 0.558 -2.354 -0.61 0.30 0.45 -0.28
P 0.604 -1.139 -1.766 0.24 -1.06 -1.02 0.39
S 0.920 -2.512 -3.111 -0.06 0.17 0.23 0.17
C 1.656 1.160 -2.991 0.09 -0.05 -0.12 -0.36
O 2.505 0.505 -3.538 0.15 -0.10 0.10 0.11
C 1.782 2.648 -2.895 -0.04 0.31 -0.12 -0.18
N 3.129 3.100 -2.914 -0.29 0.40 0.03 0.11
C 0.685 3.423 -2.818 0.47 -0.04 -0.16 -0.07
C 0.797 4.923 -2.707 -0.26 -0.13 0.46 -0.08
C -0.335 5.784 -3.232 -0.10 0.02 -0.53 -0.25
O -0.774 5.711 -4.345 0.17 0.01 0.08 0.08
C -0.622 2.724 -2.808 -0.19 0.04 0.12 -0.30
O -1.654 3.208 -3.210 0.20 0.10 0.17 0.13
H 0.312 1.052 2.410 0.19 0.09 -0.10 0.03
H 0.756 1.213 0.698 0.04 0.15 -0.12 0.06
H 0.042 2.583 1.593 0.07 0.08 -0.04 0.07
H -2.018 1.049 1.984 -0.04 -0.04 0.07 0.05
H -1.338 0.002 0.728 -0.15 -0.13 0.15 0.05
H -2.056 -0.070 -1.376 -0.06 -0.05 0.09 0.06
H -2.748 1.230 -2.332 -0.03 0.08 -0.01 0.09
H 1.581 -1.076 -0.763 0.00 0.22 0.12 0.00
H -0.564 -1.402 -1.045 0.01 0.34 0.26 -0.03
H 3.242 3.906 -2.310 -0.03 0.02 -0.03 0.08
H 3.399 3.395 -3.847 0.21 -0.31 -0.01 0.11
H 0.921 5.151 -1.643 0.02 0.09 0.03 0.13
H 1.704 5.279 -3.198 0.03 -0.05 -0.12 0.12
H -0.688 6.574 -2.548 -0.06 -0.01 0.14 0.12
C 2.572 -4.864 -8.350 -0.03 -0.05 -0.06 -0.27
S 2.441 -4.152 -6.704 -0.01 0.12 0.01 0.80
O 2.726 -5.247 -5.738 0.03 -0.06 -0.05 -0.56
C 0.661 -3.934 -6.730 -0.09 0.00 -0.01 -0.27
H 3.617 -5.116 -8.519 0.01 0.01 0.03 0.05
H 1.961 -5.764 -8.406 0.00 0.00 0.04 0.06
H 2.248 -4.130 -9.087 0.01 0.01 0.00 0.05
H 0.182 -4.899 -6.896 0.04 -0.02 0.01 0.06
H 0.397 -3.229 -7.518 0.01 0.02 0.01 0.06
H 0.366 -3.531 -5.763 0.03 0.01 0.00 -0.01
C 4.938 -5.584 -3.452 0.03 0.14 0.07 -0.28
S 5.999 -7.002 -3.711 -0.04 -0.02 -0.03 0.80
O 6.430 -7.486 -2.371 0.04 0.02 0.04 -0.56
C 7.382 -6.075 -4.391 0.06 0.05 -0.05 -0.28
H 4.018 -5.934 -2.991 -0.02 -0.04 -0.02 0.06
H 5.441 -4.876 -2.792 0.03 -0.05 0.02 0.06
H 4.698 -5.128 -4.410 -0.08 -0.05 -0.02 0.02
H 7.709 -5.330 -3.666 -0.02 -0.02 0.03 0.05
H 7.072 -5.597 -5.320 0.00 -0.01 -0.01 0.05
H 8.188 -6.778 -4.590 -0.01 -0.03 0.01 0.04
C -0.002 2.415 6.887 -0.03 0.00 0.09 -0.27
S 0.548 2.635 5.195 -0.11 0.16 -0.03 0.83
O 0.591 1.286 4.564 0.13 -0.08 0.25 -0.57
C 2.238 3.076 5.610 0.10 -0.05 -0.02 -0.27
H -1.040 2.093 6.858 -0.02 0.01 -0.03 0.02
H 0.610 1.654 7.371 0.00 -0.02 -0.03 0.06
H 0.076 3.367 7.411 0.01 0.01 -0.02 0.06
H 2.697 2.267 6.177 -0.02 -0.02 -0.01 0.06
H 2.234 3.999 6.189 -0.01 0.01 -0.01 0.05
H 2.780 3.229 4.679 -0.02 0.00 -0.02 0.05
C -3.478 -1.265 6.109 -0.04 -0.03 0.05 -0.26
S -2.247 -0.096 5.528 -0.03 -0.21 0.10 0.80
O -2.971 0.885 4.673 0.01 0.19 -0.21 -0.55
C -1.394 -1.224 4.428 0.01 -0.06 -0.12 -0.25
H -4.151 -0.735 6.780 -0.03 0.04 -0.05 0.04
H -4.041 -1.651 5.260 0.00 0.04 -0.02 0.06
H -2.978 -2.075 6.642 0.02 0.01 0.00 0.05
H -2.104 -1.620 3.702 -0.04 0.01 0.03 0.06
H -0.951 -2.030 5.013 0.00 0.00 0.01 0.06
H -0.611 -0.657 3.931 0.02 0.05 0.06 0.02
C -8.269 2.554 5.541 -0.04 0.05 0.03 -0.28
S -7.171 1.311 4.848 0.01 0.01 -0.08 0.80
O -6.594 0.563 5.996 0.04 -0.02 0.08 -0.56
C -5.915 2.458 4.279 0.11 0.03 -0.06 -0.27
H -9.112 2.037 5.993 0.01 -0.03 0.00 0.05
H -7.734 3.125 6.300 0.03 -0.03 0.00 0.06
H -8.623 3.208 4.745 -0.01 -0.01 -0.01 0.05
H -5.542 3.034 5.126 -0.01 -0.03 0.03 0.06
H -6.335 3.116 3.518 -0.05 -0.03 0.00 0.05
H -5.101 1.871 3.858 0.02 -0.02 0.07 0.03
```
Forces are in eV/Å.

## Properties
Gap between HOMO and LUMO ... 6.89 eV
E_LUMO ... -1.36 eV
Highest occupied orbital energy ... -0.3029 hartree


5.
Density functional theory data (ωB97M-V with the def2-TZVPD basis set) for a cluster of 2 separate species, C3H11N2O in total.

```
17
Properties=species:S:1:pos:R:3:forces:R:3:lowdin_charge:R:1
C 0.881 -2.299 0.698 -0.02 -1.12 -2.36 -0.04
N 1.526 -1.329 1.715 2.61 -2.89 -0.16 0.15
H 2.565 -1.019 1.676 -1.74 -1.50 -0.58 0.22
H 1.096 -0.468 1.564 -2.02 2.12 0.35 0.07
H 1.426 -1.836 2.619 -0.31 1.37 -0.35 0.18
H 0.983 -3.409 0.908 0.34 1.60 0.55 0.11
H 1.279 -2.204 -0.374 -0.31 0.43 1.85 0.12
H -0.218 -2.092 0.632 1.14 0.24 0.43 0.10
C -0.467 1.450 -1.996 2.15 6.52 2.47 0.01
C -0.867 1.389 -0.543 -0.98 -2.06 0.13 -0.52
O -0.303 0.560 0.186 0.14 0.96 0.39 -0.02
N -1.935 2.147 -0.119 0.22 -0.07 -2.06 0.17
H -0.798 0.783 -2.637 -1.98 -3.65 -2.55 0.02
H 0.662 1.434 -2.030 -1.22 0.12 0.02 0.11
H -2.258 2.094 0.801 0.01 -0.49 1.73 0.08
H -2.737 2.305 -0.737 1.04 0.22 -0.13 0.13
H -0.836 2.494 -2.362 0.91 -1.79 0.26 0.12
```
Forces are in eV/Å.

## Properties
Net charge ... +1
Gap between HOMO and LUMO ... 10.03 eV
E_LUMO ... -3.42 eV
Highest occupied orbital energy ... -0.4943 hartree


6.
Density functional theory data (ωB97M-V with the def2-TZVPD basis set) for a cluster of 2 separate species, C10H23NO2 in total.

```
36
Properties=species:S:1:pos:R:3:forces:R:3:lowdin_charge:R:1
C -15.066 18.871 11.501 1.03 -0.99 -0.58 -0.13
O -14.483 17.705 12.093 -0.34 0.51 1.07 -0.16
H -14.300 19.646 11.490 -0.20 0.30 -0.06 0.07
H -15.234 18.513 10.485 -0.63 0.99 -0.32 0.07
H -15.969 19.230 11.995 0.00 -0.26 0.06 0.07
H -14.391 17.072 11.377 0.31 -0.55 -0.07 0.00
C -15.321 13.563 9.342 -0.11 0.56 0.66 -0.01
C -15.096 14.704 10.443 -0.25 -1.20 0.19 -0.47
C -14.965 14.047 11.809 0.74 -1.85 -1.06 -0.18
C -13.641 13.380 12.018 1.81 0.52 1.16 -0.17
C -12.530 14.503 11.945 -1.73 -1.21 0.24 -0.10
C -12.543 15.154 10.575 1.08 -1.38 -1.71 -0.52
N -13.899 15.540 10.216 -1.67 2.02 1.01 -0.11
O -14.002 16.425 9.077 0.21 -1.32 0.99 0.01
C -11.535 16.300 10.612 -0.99 0.60 0.27 -0.03
C -12.005 14.181 9.459 -0.44 0.00 -0.01 -0.02
C -16.392 15.456 10.666 -0.37 1.74 -1.38 -0.05
H -16.344 13.192 9.283 -0.35 0.53 0.31 0.07
H -14.800 12.638 9.588 0.69 0.28 -0.24 0.07
H -15.118 13.933 8.337 0.38 -0.13 0.00 0.07
H -15.137 14.666 12.689 -0.29 0.37 -0.42 0.13
H -15.684 13.230 11.745 -0.48 0.17 0.53 0.13
H -13.362 12.516 11.415 -0.41 0.12 -0.36 0.10
H -13.763 13.003 13.033 0.75 -0.22 0.23 0.11
H -11.512 14.197 12.185 -0.12 -0.26 -0.02 0.12
H -12.872 15.215 12.696 0.35 0.44 -0.02 0.12
H -11.460 16.741 9.618 0.22 0.23 0.21 0.09
H -11.892 17.016 11.352 -0.03 0.42 -0.23 0.08
H -10.567 15.971 10.988 -0.03 -0.29 -0.33 0.09
H -12.447 13.184 9.466 0.55 -0.34 0.80 0.07
H -12.339 14.429 8.452 0.07 0.93 -0.14 0.07
H -10.916 14.231 9.427 -0.04 -0.60 0.08 0.08
H -16.579 16.091 9.800 -0.26 0.17 -0.13 0.09
H -16.356 16.120 11.529 0.19 -0.09 0.02 0.08
H -17.271 14.820 10.772 0.34 -0.33 0.01 0.09
H -13.806 15.819 8.359 0.04 0.10 -0.76 0.07
```
Forces are in eV/Å.

## Properties
Gap between HOMO and LUMO ... 9.37 eV
E_LUMO ... 0.68 eV
SMILES ... CC1(C)CCCC(C)(C)N1O.CO
Highest occupied orbital energy ... -0.3192 hartree


The calculation returns the following ΔE to the lowest compared entry with this formula, charge and spin values, one per record and in order: 10.39, 46.60, 0.00, 0.00, 35.71, 64.63 kcal/mol.